# C30H74N4

A 5-piece molecular cluster, C30H74N4 overall (the ωB97M-V functional and the def2-TZVPD basis, the Open Molecules 2025 dataset).

Values from the calculation:
ΔE to the lowest compared entry with this formula, charge and spin: 486.23 kJ/mol
HOMO-LUMO gap: 8.659 eV

Each line ends with the Mulliken charge.
Cartesian coordinates (Å):
1 C -0.320722 -1.358315 -1.150204  0.1448
2 C -0.261722 -2.261315 -2.426204  -0.9876
3 N 0.060278 -1.575315 -3.605204  0.8696
4 C 1.377278 -0.808315 -3.725204  -0.0821
5 C 2.710278 -1.664315 -3.705204  -1.2333
6 C -0.132722 -2.410315 -4.805204  -0.5060
7 C -1.636722 -2.530315 -5.123204  -1.4421
8 H -1.006722 -0.626315 -1.439204  0.0569
9 H 0.676278 -0.814315 -0.990204  -0.2703
10 H -0.663722 -1.824315 -0.361204  -0.0081
11 H -1.181722 -2.807315 -2.466204  0.5387
12 H 0.538278 -3.022315 -2.272204  0.2300
13 H 1.426278 -0.063315 -2.843204  -0.2736
14 H 1.438278 -0.215315 -4.768204  0.2931
15 H 2.790278 -2.206315 -4.857204  0.2258
16 H 2.778278 -2.331315 -2.918204  0.3300
17 H 3.805278 -1.271315 -3.817204  0.3716
18 H 0.631278 -3.322315 -4.925204  0.2654
19 H 0.078278 -1.684315 -5.674204  0.3260
20 H -2.152722 -1.615315 -4.836204  0.2041
21 H -2.113722 -3.202315 -4.626204  0.5146
22 H -1.586722 -2.832315 -6.183204  0.4137
23 C -1.834722 1.610685 -4.072204  -1.6154
24 C -1.286722 2.474685 -2.943204  0.2378
25 N -1.197722 3.765685 -3.467204  0.2475
26 C -2.259722 4.732685 -3.036204  -0.5143
27 C -2.210722 5.176685 -1.556204  -0.7761
28 C 0.217278 4.331685 -3.516204  -0.0918
29 C 1.194278 3.589685 -4.434204  -0.7188
30 H -1.985722 0.732685 -3.781204  0.5398
31 H -1.076722 1.428685 -4.731204  0.4789
32 H -2.908722 1.943685 -4.595204  0.1403
33 H -0.373722 1.856685 -2.627204  -0.5954
34 H -1.995722 2.333685 -2.150204  0.4634
35 H -3.304722 4.204685 -3.317204  0.2717
36 H -2.251722 5.664685 -3.714204  0.3194
37 H -3.104722 5.803685 -1.271204  0.3715
38 H -1.190722 5.540685 -1.421204  0.2805
39 H -2.244722 4.489685 -0.611204  0.0349
40 H 0.620278 4.493685 -2.336204  -0.0051
41 H 0.269278 5.379685 -3.843204  0.3907
42 H 2.295278 3.737685 -4.261204  0.3703
43 H 0.788278 3.625685 -5.446204  0.3262
44 H 1.043278 2.515685 -4.248204  -0.1799
45 C -2.792722 -3.607315 1.143796  -0.0653
46 C -2.219722 -4.978315 1.430796  -0.9398
47 N -0.736722 -5.004315 1.312796  0.4042
48 C 0.121278 -3.988315 2.018796  0.1574
49 C -0.117722 -4.076315 3.575796  -1.0307
50 C -0.259722 -6.480315 1.511796  -1.2290
51 C -0.148722 -7.243315 0.192796  -1.3028
52 H -2.430722 -3.492315 0.110796  -0.0879
53 H -2.231722 -2.978315 1.980796  -0.1908
54 H -3.918722 -3.862315 1.232796  0.3157
55 H -2.555722 -5.732315 0.834796  0.6240
56 H -2.492722 -5.320315 2.506796  0.3334
57 H -0.111722 -3.000315 1.542796  -0.6769
58 H 1.181278 -4.138315 2.086796  0.3962
59 H -0.076722 -5.181315 3.895796  0.2898
60 H -1.123722 -3.696315 3.857796  0.2419
61 H 0.716278 -3.568315 4.091796  0.3706
62 H -0.581722 -6.794315 2.332796  0.9518
63 H 0.783278 -6.459315 1.925796  0.4174
64 H -1.113722 -7.257315 -0.313204  0.3103
65 H 0.359278 -8.199315 0.461796  0.3246
66 H 0.212278 -6.745315 -0.613204  0.4049
67 C 2.049278 -0.706315 3.277796  -1.1105
68 C 3.195278 0.218685 3.062796  -0.4627
69 N 2.775278 1.447685 2.387796  0.7184
70 C 3.506278 2.682685 2.763796  -0.9411
71 C 4.947278 2.668685 2.389796  -1.1053
72 C 2.428278 1.288685 0.956796  -1.2471
73 C 1.448278 2.281685 0.375796  -1.3564
74 H 1.152278 -0.391315 3.781796  0.1603
75 H 2.141278 -1.452315 4.016796  0.5611
76 H 1.626278 -1.138315 2.375796  0.2195
77 H 4.043278 -0.262315 2.536796  0.2541
78 H 3.594278 0.601685 4.146796  0.3145
79 H 3.593278 3.117685 3.766796  0.5938
80 H 3.264278 3.581685 2.150796  0.3386
81 H 5.182278 3.801685 2.242796  0.3228
82 H 5.097278 2.083685 1.546796  0.3358
83 H 5.304278 2.431685 3.555796  0.2317
84 H 2.152278 0.332685 0.782796  0.6209
85 H 3.255278 1.351685 0.291796  0.4061
86 H 0.493278 2.529685 0.922796  0.2491
87 H 1.146278 2.015685 -0.355204  0.4593
88 H 1.828278 3.193685 -0.063204  0.4906
89 C -2.676722 0.532685 0.880796  -0.3765
90 C -2.712722 1.322685 2.155796  -0.9649
91 C -1.478722 0.943685 3.152796  0.1913
92 C -1.313722 1.977685 4.283796  -0.9453
93 C -0.501722 3.178685 3.930796  0.8357
94 C -0.132722 4.152685 5.173796  -1.7045
95 H -2.054722 0.710685 0.234796  -0.2307
96 H -3.637722 0.770685 0.139796  0.2698
97 H -2.464722 -0.594315 0.929796  0.1366
98 H -3.586722 1.284685 2.699796  0.5999
99 H -2.738722 2.386685 2.034796  0.4419
100 H -0.437722 0.820685 2.777796  -0.3700
101 H -1.472722 0.011685 3.602796  0.5469
102 H -0.954722 1.382685 5.255796  0.3352
103 H -2.321722 2.403685 4.834796  0.2457
104 H -0.834722 3.901685 3.088796  0.1823
105 H 0.555278 2.922685 3.463796  -0.5384
106 H -1.105722 4.622685 5.385796  0.3818
107 H 0.654278 4.763685 4.853796  0.4516
108 H 0.077278 3.642685 5.982796  0.4816

Atomic forces in eV per Å
3.670 2.033 -5.131
2.442 -0.674 2.881
1.563 1.419 -2.961
0.801 1.188 0.233
1.220 0.246 -5.489
0.784 1.908 -1.367
3.550 2.247 -2.698
-1.227 1.588 -0.127
-1.355 -0.984 0.109
-1.390 -2.552 4.142
-0.695 -0.137 -0.552
-0.427 -0.204 0.363
-0.208 -0.945 -1.535
-0.742 -1.185 2.523
-0.667 0.668 3.404
-0.183 -1.763 1.354
-2.278 0.689 0.684
-2.054 1.496 0.422
0.727 -1.116 1.211
0.333 0.428 -0.822
-2.852 -4.774 3.128
-1.012 0.512 0.260
-2.914 6.377 -1.879
-0.624 -3.260 -0.755
2.345 4.149 -0.378
-1.748 -1.491 -1.018
-0.486 -0.777 1.782
0.132 1.080 3.199
-0.628 -1.867 0.942
-1.774 -7.636 3.022
1.803 0.338 -2.623
3.083 -0.357 1.283
-0.546 1.713 -0.190
-0.294 0.598 0.990
2.223 1.077 0.748
0.325 -1.427 1.095
1.417 0.264 -0.686
-0.399 1.189 0.173
-0.115 -0.163 -2.293
-0.552 -0.924 -2.823
-0.911 -0.170 -0.053
-1.268 0.489 -0.473
0.676 0.695 -0.254
0.296 -0.022 0.262
0.288 -1.553 1.439
2.556 1.121 4.300
1.714 -1.849 -0.549
-2.616 -0.443 1.451
-0.553 -0.616 -0.182
5.091 6.035 -6.495
-2.291 -1.601 2.911
-0.522 1.104 0.313
-2.003 -0.460 -2.115
1.657 1.650 -0.107
-1.101 -1.920 -1.988
0.066 0.559 -1.231
0.384 -0.660 0.808
0.605 -0.634 -1.682
-0.018 1.585 -0.533
0.761 -0.080 0.164
-0.665 0.012 0.044
-4.593 -3.838 6.215
-0.035 0.730 -0.853
-0.901 -1.464 0.710
-0.737 0.397 -1.037
2.928 1.984 -1.592
-1.513 -0.656 -0.250
1.054 2.188 2.435
-0.589 1.101 0.443
-0.639 1.326 -2.453
1.383 2.720 5.287
0.815 3.413 1.585
4.336 6.426 15.188
-0.424 1.972 -0.084
1.569 -1.727 0.405
0.369 -0.327 -0.317
-0.233 -0.076 0.333
-0.729 -1.102 -2.507
-1.714 -1.018 0.377
-1.819 -0.992 0.226
0.369 -2.171 -0.014
1.221 -1.252 -1.203
1.068 -0.308 -3.789
-1.573 -3.140 -0.045
1.654 0.292 -0.496
1.273 -0.251 0.213
-6.886 -7.352 -16.401
0.913 0.876 1.047
-8.604 -3.013 3.273
3.850 -0.867 0.560
-0.257 2.632 -0.683
-2.147 -0.418 3.257
3.953 2.302 -0.712
-3.967 0.021 -5.051
7.605 3.114 -6.205
1.704 -1.052 2.246
-1.196 1.282 0.689
-2.088 -1.290 1.311
0.874 0.859 -0.795
-0.686 0.886 -1.071
-1.471 -2.227 0.855
0.162 1.429 -2.063
1.699 -1.113 -1.895
-0.440 -1.449 1.311
-1.934 -0.271 0.984
0.629 0.709 0.040
0.835 1.324 -0.158
1.517 -2.824 4.041


# HINOP

One molecule with the formula HINOP (the ωB97M-V functional and the def2-TZVPD basis, the Open Molecules 2025 dataset).

Values from the calculation:
ΔE to the lowest compared entry with this formula, charge and spin: 116.24 kJ/mol
HOMO-LUMO gap (alpha / beta): 7.976 / 7.776 eV

Each line ends with the Mulliken charge.
Cartesian coordinates (Å):
1 N 0.922622 0.325518 1.922184  0.0330
2 O 0.266020 1.454474 2.198189  -0.3023
3 P 1.167422 -0.186808 0.383991  0.0894
4 I 1.414925 -2.532041 0.854885  0.0450
5 H -0.085925 -0.179458 -0.241024  0.1349

Atomic forces in eV per Å
-2.977 5.702 3.839
2.759 -5.183 -1.769
0.640 -0.485 -1.993
-0.066 -0.108 -0.088
-0.357 0.074 0.012


# C4H2O5S2

A 2-piece molecular cluster, C4H2O5S2 overall (the ωB97M-V functional and the def2-TZVPD basis, the Open Molecules 2025 dataset).

Values from the calculation:
ΔE to the lowest compared entry with this formula, charge and spin: 0.00 kJ/mol
Total charge: -2
HOMO-LUMO gap: 5.012 eV

Each line ends with the Mulliken charge.
Cartesian coordinates (Å):
1 C 2.361492 -0.353931 -0.692766  0.7459
2 C 0.409088 -1.394625 0.418196  0.4255
3 C 0.737809 1.061238 0.354783  0.4565
4 C 0.049283 -0.077679 0.764403  0.0210
5 O 2.001680 0.814975 -0.282398  -0.3214
6 O -0.051167 -2.492928 0.700802  -0.6939
7 O 3.303171 -0.477428 -1.478238  -0.7087
8 O 1.607166 -1.414763 -0.365386  -0.3353
9 O 0.547357 2.224815 0.640654  -0.6837
10 S -3.625436 0.160072 -0.857054  -0.5117
11 S -1.454240 0.294937 1.677140  -0.5893
12 H -3.174972 1.506528 -1.157377  0.0986
13 H -2.711232 0.148792 0.277247  0.0964

Atomic forces in eV per Å
0.203 -1.389 -1.994
-0.285 0.523 0.837
0.350 -0.017 1.460
-1.931 -0.172 0.309
0.197 1.294 0.062
0.530 0.847 -0.505
-0.528 -0.216 1.127
1.198 -0.532 -0.565
0.230 0.203 -0.751
0.231 2.162 -1.027
0.035 -0.564 0.071
-0.754 -2.073 0.393
0.523 -0.066 0.581


| no. | E_tot (eV) |
| --- | --- |
| 1 | -38252.856 |
| 2 | -20939.938 |
| 3 | -36089.133 |